## w
Below is a single C2H2N4O2 molecule, with properties calculated with the ωB97M-V functional and the def2-TZVPD basis.

The geometry in XYZ format:
```
10
Properties=species:S:1:pos:R:3
C -0.052 -0.670 -0.776
C 1.223 1.399 0.177
H 1.614 -0.849 -1.956
H 1.448 1.367 -1.046
N 0.448 -0.816 -1.969
N -1.666 -0.882 0.674
N -0.750 -0.221 1.357
N 0.400 -0.035 0.527
O -1.462 -0.951 -0.747
O 1.573 2.049 1.056
```

Output
- HOMO-LUMO gap: 0.3556 hartree
- Net charge: 0
- HOMO energy: -10.115 eV

***

## x
Below is a single C2H2N4O2 molecule, with properties calculated with the ωB97M-V functional and the def2-TZVPD basis.

The geometry in XYZ format:
```
10
Properties=species:S:1:pos:R:3
C -1.230 0.691 0.076
C 1.336 0.542 -0.043
H -1.802 -1.109 -0.010
H -1.035 1.667 -0.069
N -2.304 -0.022 -0.272
N 0.040 0.070 0.472
N 1.316 -1.572 -0.134
N 2.022 -0.640 -0.103
O -0.014 -1.283 0.146
O 1.672 1.656 -0.062
```

Output
- HOMO-LUMO gap: 0.3603 hartree
- Net charge: 0
- HOMO energy: -10.788 eV

***

Quick one: most stable of them? x

***

## w
Below is a single C2H2N4O2 molecule, with properties calculated with the ωB97M-V functional and the def2-TZVPD basis.

The geometry in XYZ format:
```
10
Properties=species:S:1:pos:R:3
C 0.889 0.645 0.235
C -0.935 -0.639 0.539
H 1.839 1.552 1.318
H -2.877 -1.397 0.819
N 0.748 0.713 -1.168
N -0.118 -0.052 -1.695
N -1.903 -0.984 1.233
N 0.231 -0.110 1.110
O 1.964 1.277 0.422
O -0.887 -0.922 -0.814
```

Output
- HOMO-LUMO gap: 0.3329 hartree
- Net charge: 0
- HOMO energy: -10.237 eV

***

## x
Below is a single C2H2N4O2 molecule, with properties calculated with the ωB97M-V functional and the def2-TZVPD basis.

The geometry in XYZ format:
```
10
Properties=species:S:1:pos:R:3
C -0.482 1.688 0.572
C 0.487 -0.091 -0.529
H -0.413 2.712 0.760
H -1.167 -0.501 0.564
N 0.487 1.131 -0.180
N -0.290 -0.988 0.075
N 0.154 -2.155 -0.161
N 1.292 -2.152 -0.721
O -1.509 1.093 0.770
O 1.439 -0.738 -1.149
```

Output
- HOMO-LUMO gap: 0.3696 hartree
- Net charge: 0
- HOMO energy: -10.254 eV

***

Quick one: most stable of them? x

***

## w
Below is a molecular structure, C48H48GeN6OTi, with properties calculated with the ωB97M-V functional and the def2-TZVPD basis.

The geometry in XYZ format:
```
105
Properties=species:S:1:pos:R:3
Ti 0.103 -0.999 -0.341
C 3.492 -2.893 0.349
C 2.718 -4.194 0.135
C 1.203 -4.030 0.199
N 0.651 -3.075 -0.760
C 0.504 -3.400 -2.009
C 0.858 -4.673 -2.554
C 0.970 -5.076 -3.856
C 0.740 -4.367 -5.049
C 0.120 -3.153 -5.153
C -0.420 -2.337 -4.144
C -0.299 -2.405 -2.772
N -0.941 -1.541 -1.944
C -2.390 -1.370 -2.084
C -3.039 -2.294 -1.050
C -2.857 -1.849 0.401
N -1.454 -1.676 0.847
C -1.228 -1.596 2.149
C -2.279 -1.513 3.098
C -2.279 -1.576 4.472
C -1.229 -1.780 5.364
C 0.099 -1.849 5.023
C 0.720 -1.687 3.781
C 0.204 -1.481 2.505
N 0.986 -1.186 1.447
C 2.422 -0.954 1.673
C 3.271 -2.225 1.719
H 3.229 -2.192 -0.445
H 4.553 -3.109 0.219
H 3.009 -4.921 0.901
H 2.999 -4.616 -0.833
H 0.933 -3.677 1.190
H 0.716 -4.999 0.083
H 1.102 -5.427 -1.818
H 1.315 -6.096 -3.983
H 1.022 -4.859 -5.973
H -0.012 -2.778 -6.163
H -0.962 -1.464 -4.486
H -2.720 -1.644 -3.083
H -2.679 -0.341 -1.905
H -2.609 -3.290 -1.187
H -4.115 -2.368 -1.227
H -3.337 -2.598 1.034
H -3.398 -0.916 0.541
H -3.255 -1.352 2.663
H -3.260 -1.470 4.923
H -1.478 -1.869 6.414
H 0.785 -2.016 5.847
H 1.797 -1.720 3.826
H 2.553 -0.380 2.591
H 2.780 -0.311 0.881
H 2.830 -2.949 2.414
H 4.235 -1.940 2.145
O 1.479 -0.341 -1.265
C 2.574 -0.085 -2.034
C 3.035 -1.113 -2.853
C 4.124 -0.948 -3.689
C 4.778 0.272 -3.730
C 4.317 1.301 -2.929
C 3.219 1.160 -2.074
C 2.803 2.346 -1.293
N 2.245 2.391 -0.107
C 2.133 3.732 0.210
C 2.619 4.502 -0.800
N 3.045 3.609 -1.754
H 2.517 -2.058 -2.833
H 4.457 -1.777 -4.304
H 5.638 0.422 -4.371
H 4.850 2.246 -2.943
H 1.707 4.062 1.146
H 2.675 5.571 -0.933
H 3.405 3.844 -2.660
C -0.487 2.549 -1.734
Ge -0.959 1.416 -0.182
C -2.963 1.624 -0.081
C -3.785 1.802 -1.197
C -5.173 1.885 -1.082
C -5.775 1.795 0.166
C -4.977 1.641 1.295
C -3.595 1.559 1.168
C -0.606 2.498 1.472
C 0.048 1.895 2.518
C 0.327 2.560 3.739
C -0.041 3.859 3.905
C -0.727 4.543 2.866
C -1.126 5.896 3.036
C -1.804 6.558 2.058
C -2.120 5.892 0.850
C -1.740 4.594 0.654
C -1.026 3.865 1.651
H -1.358 3.063 -2.149
H -0.037 1.935 -2.520
H 0.249 3.300 -1.422
H -3.342 1.892 -2.185
H -5.782 2.022 -1.968
H -6.854 1.855 0.261
H -5.434 1.593 2.277
H -2.988 1.453 2.065
H 0.401 0.884 2.404
H 0.847 2.031 4.532
H 0.181 4.391 4.825
H -0.881 6.394 3.969
H -2.103 7.591 2.202
H -2.671 6.413 0.078
H -1.997 4.096 -0.271
```

Output
- HOMO-LUMO gap: 0.2458 hartree
- Net charge: 0
- HOMO energy: -7.001 eV

***

## x
Below is a molecular structure, C48H48GeN6OTi, with properties calculated with the ωB97M-V functional and the def2-TZVPD basis.

The geometry in XYZ format:
```
105
Properties=species:S:1:pos:R:3
Ti -0.280 0.013 1.164
C 1.822 -3.604 -0.206
C 0.590 -3.190 -1.015
C -0.698 -2.917 -0.223
N -0.517 -2.155 1.011
C -0.804 -2.762 2.137
C -1.522 -3.986 2.273
C -1.517 -4.911 3.291
C -0.755 -4.936 4.458
C -0.072 -3.857 4.987
C -0.093 -2.537 4.560
C -0.550 -1.975 3.355
N -0.761 -0.682 3.170
C -0.987 0.121 4.361
C -1.461 1.515 3.974
C -0.246 2.307 3.497
N 0.557 1.444 2.660
C 1.861 1.515 2.728
C 2.546 2.600 3.341
C 3.843 2.709 3.784
C 4.851 1.749 3.788
C 4.796 0.518 3.166
C 3.822 -0.019 2.333
C 2.534 0.432 2.001
N 1.768 -0.145 1.074
C 2.420 -1.114 0.191
C 2.397 -2.549 0.752
H 2.595 -3.883 -0.927
H 1.596 -4.501 0.380
H 0.361 -4.010 -1.699
H 0.826 -2.328 -1.640
H -1.137 -3.889 -0.010
H -1.392 -2.365 -0.860
H -2.197 -4.216 1.458
H -2.160 -5.771 3.138
H -0.753 -5.857 5.027
H 0.465 -4.042 5.911
H 0.358 -1.823 5.239
H -0.078 0.217 4.973
H -1.743 -0.375 4.979
H -1.922 2.018 4.824
H -2.205 1.428 3.185
H 0.322 2.606 4.382
H -0.550 3.225 2.977
H 1.939 3.485 3.483
H 4.100 3.661 4.235
H 5.766 1.997 4.312
H 5.670 -0.109 3.305
H 4.087 -0.984 1.924
H 3.445 -0.795 -0.016
H 1.889 -1.061 -0.752
H 1.821 -2.536 1.674
H 3.408 -2.867 1.023
O -2.044 0.145 0.900
C -3.035 1.007 0.961
C -4.344 0.568 1.196
C -5.386 1.463 1.304
C -5.157 2.829 1.172
C -3.878 3.279 0.917
C -2.807 2.391 0.811
C -1.452 2.840 0.548
N -0.366 2.079 0.447
C 0.700 2.919 0.241
C 0.263 4.201 0.209
N -1.098 4.139 0.401
H -4.501 -0.499 1.294
H -6.390 1.101 1.486
H -5.972 3.533 1.270
H -3.719 4.343 0.789
H 1.698 2.540 0.114
H 0.783 5.126 0.034
H -1.727 4.920 0.396
C -2.070 1.359 -2.224
Ge -0.468 0.167 -1.823
C 1.210 1.077 -2.558
C 1.444 2.440 -2.740
C 2.645 2.921 -3.243
C 3.664 2.040 -3.578
C 3.451 0.678 -3.433
C 2.240 0.215 -2.937
C -0.784 -0.947 -3.561
C -1.034 -2.295 -3.460
C -1.338 -3.119 -4.563
C -1.409 -2.588 -5.812
C -1.194 -1.203 -5.999
C -1.318 -0.640 -7.292
C -1.155 0.697 -7.503
C -0.852 1.531 -6.412
C -0.719 1.011 -5.155
C -0.880 -0.372 -4.882
H -2.411 1.206 -3.243
H -1.898 2.429 -2.078
H -2.887 1.064 -1.566
H 0.656 3.151 -2.522
H 2.786 3.987 -3.385
H 4.602 2.411 -3.972
H 4.227 -0.025 -3.713
H 2.080 -0.859 -2.878
H -1.006 -2.772 -2.489
H -1.518 -4.176 -4.407
H -1.643 -3.206 -6.671
H -1.559 -1.301 -8.118
H -1.262 1.119 -8.494
H -0.728 2.596 -6.568
H -0.494 1.674 -4.345
```

Output
- HOMO-LUMO gap: 0.2480 hartree
- Net charge: 0
- HOMO energy: -6.894 eV

***

Quick one: most stable of them? w

***

## w
Below is a single C2H4S3 molecule, with properties calculated with the ωB97M-V functional and the def2-TZVPD basis.

The geometry in XYZ format:
```
9
Properties=species:S:1:pos:R:3
C 0.869 -0.204 0.914
C -0.387 -0.358 0.175
S -0.173 -1.641 1.319
S -1.808 0.704 0.228
S 0.067 -0.942 -1.927
H 1.821 -0.297 0.370
H 0.821 0.624 1.634
H -1.251 1.762 -0.521
H 0.039 0.351 -2.191
```

Output
- HOMO-LUMO gap: 0.3311 hartree
- Net charge: 0
- HOMO energy: -9.061 eV

***

## x
Below is a single C2H4S3 molecule, with properties calculated with the ωB97M-V functional and the def2-TZVPD basis.

The geometry in XYZ format:
```
9
Properties=species:S:1:pos:R:3
C 0.384 0.023 1.063
C -0.013 0.008 -0.470
S 1.170 1.262 0.085
S 0.736 -1.197 -1.620
S -1.649 0.623 -1.049
H -0.371 0.439 1.583
H 0.943 -0.726 1.441
H 0.387 -2.163 -0.784
H -1.588 1.732 -0.249
```

Output
- HOMO-LUMO gap: 0.3540 hartree
- Net charge: 0
- HOMO energy: -8.974 eV

***

Quick one: most stable of them? x

***

## w
Below is a single C12H10 molecule, with properties calculated with the ωB97M-V functional and the def2-TZVPD basis.

The geometry in XYZ format:
```
22
Properties=species:S:1:pos:R:3
C -3.575 -0.007 -0.079
C -2.839 -1.181 -0.271
C -1.460 -1.254 -0.204
C -0.741 0.036 0.044
C -1.540 1.132 0.204
C -2.905 1.139 0.185
C 0.797 -0.006 0.019
C 1.498 1.237 -0.129
C 2.868 1.188 -0.205
C 3.552 0.017 -0.093
C 2.894 -1.180 0.209
C 1.512 -1.178 0.173
H -4.670 -0.027 0.066
H -3.266 -1.967 -0.223
H -0.912 -2.032 -0.363
H -1.010 2.221 0.607
H -3.384 1.936 0.300
H 0.910 2.127 -0.581
H 3.212 2.125 -0.427
H 4.800 -0.109 -0.161
H 3.389 -2.261 0.527
H 0.867 -1.955 0.400
```

Output
- HOMO-LUMO gap: 0.3344 hartree
- Net charge: 0
- HOMO energy: -8.450 eV

***

## x
Below is a single C12H10 molecule, with properties calculated with the ωB97M-V functional and the def2-TZVPD basis.

The geometry in XYZ format:
```
22
Properties=species:S:1:pos:R:3
C -3.573 -0.035 -0.056
C -2.898 0.807 0.859
C -1.431 0.814 0.864
C -0.727 -0.034 0.049
C -1.443 -0.876 -0.866
C -2.890 -0.829 -0.821
C 0.773 -0.008 0.053
C 1.503 -0.885 0.757
C 2.898 -0.997 0.731
C 3.584 0.018 0.008
C 2.795 0.950 -0.784
C 1.443 0.939 -0.741
H -4.612 0.210 -0.181
H -3.611 1.388 1.488
H -0.949 1.575 1.496
H -0.915 -1.253 -1.522
H -3.337 -1.379 -1.495
H 1.054 -1.702 1.418
H 3.375 -1.660 1.070
H 4.512 0.108 -0.263
H 3.460 1.825 -1.198
H 0.819 1.701 -1.130
```

Output
- HOMO-LUMO gap: 0.3648 hartree
- Net charge: 0
- HOMO energy: -8.934 eV

***

Quick one: most stable of them? x

***

## w
Below is 7 unconnected molecules or ions with the total composition C14H42O7, with properties calculated with the ωB97M-V functional and the def2-TZVPD basis.

The geometry in XYZ format:
```
63
Properties=species:S:1:pos:R:3
C 0.227 -0.557 -0.373
C -0.927 0.205 -0.873
O -0.753 1.534 -0.479
H 0.215 -1.587 -0.729
H 0.234 -0.648 0.713
H 1.141 -0.185 -0.836
H -1.766 -0.165 -0.283
H -1.185 0.111 -1.928
H -0.529 2.002 -1.287
C -0.686 0.572 -6.624
C 0.042 1.898 -6.408
O -0.737 2.908 -5.648
H -0.001 -0.062 -7.188
H -1.606 0.739 -7.185
H -0.936 0.019 -5.719
H 0.347 2.337 -7.357
H 0.983 1.741 -5.880
H -0.841 3.693 -6.190
C -5.980 6.778 -0.325
C -4.752 5.895 -0.029
O -4.883 4.475 -0.180
H -6.500 6.436 -1.220
H -5.581 7.791 -0.366
H -6.598 6.750 0.572
H -4.448 6.213 0.969
H -3.920 6.210 -0.659
H -4.024 4.090 -0.366
C -2.114 -5.872 -1.870
C -2.742 -6.680 -0.730
O -1.977 -7.872 -0.635
H -1.041 -5.738 -1.733
H -2.616 -4.966 -2.209
H -2.263 -6.601 -2.666
H -3.783 -6.993 -0.816
H -2.655 -6.115 0.198
H -2.231 -8.386 0.134
C -1.551 3.823 4.988
C -1.794 3.528 6.461
O -2.404 4.644 7.003
H -2.155 4.519 4.406
H -1.455 2.868 4.470
H -0.530 4.203 5.024
H -0.853 3.272 6.948
H -2.607 2.803 6.505
H -2.617 4.398 7.906
C 5.835 -3.680 -1.589
C 5.770 -5.112 -2.246
O 6.329 -5.014 -3.552
H 5.343 -3.564 -0.624
H 5.270 -2.986 -2.211
H 6.840 -3.365 -1.308
H 4.703 -5.335 -2.227
H 6.463 -5.853 -1.847
H 5.870 -4.331 -4.048
C 3.493 -0.627 5.325
C 4.463 -0.447 4.185
O 5.800 -0.533 4.643
H 3.745 -1.438 6.009
H 2.462 -0.656 4.972
H 3.571 0.279 5.925
H 4.204 0.459 3.637
H 4.349 -1.356 3.593
H 6.344 -0.469 3.854
```

Output
- HOMO-LUMO gap: 0.3816 hartree
- Net charge: 0
- HOMO energy: -10.077 eV

***

## x
Below is 7 unconnected molecules or ions with the total composition C14H42O7, with properties calculated with the ωB97M-V functional and the def2-TZVPD basis.

The geometry in XYZ format:
```
63
Properties=species:S:1:pos:R:3
C -4.002 -1.451 -2.168
C -3.481 -0.069 -2.457
O -4.164 0.334 -3.629
H -5.087 -1.359 -2.124
H -3.612 -1.839 -1.227
H -3.726 -2.255 -2.851
H -2.406 -0.064 -2.637
H -3.725 0.564 -1.603
H -4.457 1.214 -3.381
C 3.273 0.749 4.776
C 2.301 -0.095 3.909
O 1.608 -0.941 4.754
H 3.846 1.472 4.196
H 3.898 0.092 5.380
H 2.733 1.237 5.588
H 2.975 -0.581 3.204
H 1.709 0.612 3.328
H 2.171 -1.713 4.844
C 3.913 -0.993 -2.397
C 3.499 0.456 -2.219
O 2.175 0.772 -2.594
H 4.942 -1.118 -2.061
H 3.711 -1.287 -3.427
H 3.279 -1.676 -1.832
H 4.159 1.048 -2.854
H 3.623 0.783 -1.187
H 2.219 1.699 -2.838
C -2.098 2.796 -1.031
C -0.941 3.613 -0.474
O -1.059 3.733 0.918
H -2.169 1.825 -0.540
H -1.984 2.669 -2.108
H -3.011 3.355 -0.825
H -0.975 4.659 -0.779
H 0.029 3.238 -0.799
H -1.074 2.833 1.253
C -2.030 2.616 4.198
C -1.542 1.376 3.519
O -1.792 1.478 2.132
H -1.657 3.550 3.777
H -1.624 2.660 5.208
H -3.113 2.612 4.327
H -2.121 0.503 3.819
H -0.495 1.137 3.707
H -2.740 1.466 1.980
C 0.410 -1.568 0.994
C 0.031 -0.570 -0.163
O 0.542 -1.021 -1.428
H -0.095 -1.217 1.894
H 1.489 -1.441 1.087
H 0.215 -2.590 0.670
H 0.407 0.377 0.223
H -1.027 -0.410 -0.372
H 1.210 -0.433 -1.788
C 0.844 -3.383 -3.737
C 0.646 -4.136 -2.383
O -0.405 -3.678 -1.606
H 1.625 -3.739 -4.409
H 1.035 -2.315 -3.639
H 0.000 -3.470 -4.421
H 1.583 -4.087 -1.828
H 0.646 -5.200 -2.620
H -0.132 -2.829 -1.250
```

Output
- HOMO-LUMO gap: 0.3694 hartree
- Net charge: 0
- HOMO energy: -9.671 eV

***

Quick one: most stable of them? x

***

## w
Below is 2 unconnected molecules or ions with the total composition C3H11N3, with properties calculated with the ωB97M-V functional and the def2-TZVPD basis.

The geometry in XYZ format:
```
17
Properties=species:S:1:pos:R:3
C -2.029 1.371 -1.237
C -2.097 0.817 1.001
N -1.755 1.759 0.179
H -1.163 1.472 -1.843
H -2.458 0.456 -1.327
H -2.630 2.131 -1.655
H -2.180 1.003 2.079
H -2.423 -0.214 0.742
N 1.911 -0.060 -0.500
C 1.398 -1.037 0.607
N 2.067 -2.359 0.513
H 2.822 0.264 -0.168
H 1.288 0.748 -0.722
H 0.302 -1.243 0.344
H 1.561 -0.430 1.499
H 3.087 -2.132 0.917
H 2.299 -2.545 -0.428
```

Output
- Spin multiplicity: 2
- HOMO-LUMO gap (spin up / spin down): 0.3480 / 0.1440 hartree
- Net charge: +1
- HOMO energy (spin up / spin down): -13.322 / -13.320 eV

***

## x
Below is 2 unconnected molecules or ions with the total composition C3H11N3, with properties calculated with the ωB97M-V functional and the def2-TZVPD basis.

The geometry in XYZ format:
```
17
Properties=species:S:1:pos:R:3
C -2.222 1.666 -1.315
C -1.432 0.473 -0.732
N -1.086 0.324 0.699
H -2.171 1.727 -2.467
H -3.233 1.767 -0.825
H -1.690 2.505 -0.996
H -2.191 -0.359 -0.806
H -0.610 0.296 -1.522
H -0.088 0.620 0.917
H -1.633 0.868 1.422
N 1.346 -1.591 1.354
C 2.513 -1.308 0.590
N 3.765 -1.752 0.564
H 0.525 -1.057 1.017
H 1.217 -2.689 1.405
H 2.368 -0.394 0.045
H 4.623 -1.096 0.652
```

Output
- Spin multiplicity: 2
- HOMO-LUMO gap (spin up / spin down): 0.2764 / 0.1732 hartree
- Net charge: +1
- HOMO energy (spin up / spin down): -12.932 / -12.927 eV

***

Quick one: most stable of them? x